{"formula": "C2H3ClFNO", "method": "ωB97M-V/def2-TZVPD", "symbols": ["C", "C", "F", "N", "O", "Cl", "H", "H", "H"], "positions_angstrom": [[1.288, -0.431, 0.039], [0.219, 0.623, 0.080], [0.643, 1.861, 0.373], [-0.996, 0.282, -0.101], [-2.188, 0.587, -0.049], [-3.743, -0.806, -0.264], [2.147, -0.023, 0.362], [1.153, -1.351, 0.631], [1.476, -0.742, -1.071]], "e_homo_ev": [-10.09, -10.09], "energy_ha": -767.87083, "charge": 0, "spin_multiplicity": 1, "relative_energy_kcal_mol": 126.6, "e_lumo_ev": [-2.49, -2.48], "smiles": "C/C(F)=N/OCl", "homo_lumo_gap_ev": [7.61, 7.61]}